[1]
110
Properties=species:S:1:pos:R:3:forces:R:3 method="wB97M-V/def2-TZVPD" total_energy_ha=-3591.78128 molar_mass_da=1069.07 max_force_ev_per_a=0.530 orbital_gap_ev="6.6 / 7.6" homo_ev="-10.079 / -11.029" multiplicity=2 total_charge=+1
Zr -0.37367 0.17618 -0.28460 0.293 0.262 0.356
S -1.80944 -2.03730 2.09715 0.145 0.378 -0.092
O -0.69922 -1.60746 1.13513 -0.252 -0.018 0.063
O -4.01096 -1.08708 -2.06394 0.165 0.164 0.131
O -2.14950 -1.01949 -1.00400 -0.340 -0.263 -0.229
N 3.52359 -1.65469 -3.09133 0.187 -0.098 -0.016
N -1.98230 0.88136 1.37482 0.056 -0.168 -0.111
N 1.59692 -2.45460 -1.73435 0.020 -0.032 0.029
N 0.36605 -2.31071 -1.20398 -0.018 0.171 -0.014
N 0.16284 -0.04549 -2.58455 0.196 0.286 0.125
N 1.46153 -0.26074 -2.94002 -0.141 -0.098 0.029
N 0.73321 0.80213 1.60229 0.133 -0.216 -0.209
N -3.15872 -0.47609 -1.50621 -0.074 0.018 0.085
N 4.76627 -1.11199 -3.12858 -0.001 0.192 0.231
N 2.86535 -0.51304 -0.82336 -0.002 -0.139 0.107
N -3.99062 1.10571 0.03363 0.111 0.019 0.130
N -1.90466 1.54670 -1.19700 -0.052 -0.172 -0.405
N -0.75399 0.66275 3.43609 0.069 -0.061 -0.022
N 2.92125 2.51780 0.46591 -0.018 -0.202 -0.065
N -0.76906 3.18434 -2.50828 0.059 -0.080 0.041
N 1.82044 -0.26682 -0.04771 0.147 0.137 0.013
N 0.79466 2.27457 -0.88161 0.192 -0.160 0.182
C -1.80209 2.47564 -2.16410 -0.103 -0.017 0.121
C 2.07662 2.82757 -0.41279 -0.203 0.157 -0.036
C -1.45926 -3.07904 4.56634 0.080 -0.070 0.004
C 4.51194 -2.50108 -4.88297 -0.121 0.022 0.044
C 1.62810 0.07883 -4.23084 0.041 -0.023 -0.040
C 1.33115 4.20304 -2.09775 -0.064 0.021 -0.048
C 3.13814 1.33635 1.24209 0.048 0.138 0.023
C -5.30841 1.71835 -2.69102 0.032 0.041 -0.051
C 0.22815 -4.69972 5.10937 0.007 -0.009 -0.019
C 3.42292 4.92726 -1.16486 -0.062 0.009 -0.051
C 3.40818 5.97057 -2.08143 -0.017 0.001 -0.019
C 0.42462 0.50212 -4.74641 0.039 -0.025 0.061
C 3.42738 -2.23146 3.88546 -0.005 -0.004 0.041
C -3.45427 3.50013 -3.89024 -0.021 -0.039 0.016
C -5.68363 2.55776 -3.73358 0.073 0.025 0.000
C -2.78846 -3.28525 1.26894 0.031 -0.100 0.043
C -3.08835 2.64307 -2.86738 0.099 0.110 -0.005
C 4.34045 0.67410 0.62091 0.009 -0.026 -0.046
C -4.04508 1.30304 2.42106 -0.074 0.005 -0.088
C 0.11331 -3.82802 2.87010 -0.033 -0.008 0.067
C 2.35468 4.05149 -1.20279 0.109 -0.015 0.104
C -4.72347 1.67635 5.04720 -0.008 -0.004 -0.034
C 2.05935 0.27048 1.27648 -0.181 -0.217 0.027
C 4.14565 -0.17859 -0.39184 -0.113 -0.028 -0.150
C 1.29488 5.23772 -3.01692 0.058 0.014 0.055
C -3.38870 1.43616 4.73835 -0.049 0.020 -0.025
C -3.08296 1.25432 3.40390 0.079 -0.018 0.079
C 3.35081 -2.48315 -4.15644 -0.010 -0.087 -0.061
C -3.98847 1.77725 -2.29081 -0.130 -0.061 -0.028
C -1.80849 0.94582 2.72784 -0.165 0.108 -0.008
C 2.36240 6.12356 -2.99691 0.020 -0.028 0.036
C 2.48765 -1.95685 4.87849 0.014 0.018 -0.029
C 0.87719 -4.49671 -1.31429 0.003 0.045 -0.017
C -0.97765 -3.06487 3.26750 0.026 -0.069 0.017
C 0.38153 3.12160 -1.81990 -0.155 0.168 -0.113
C -0.07843 -3.53383 -0.96988 -0.023 0.003 -0.004
C -0.45693 0.39364 -3.67575 -0.042 0.018 -0.010
C 0.71506 -4.64910 3.80740 -0.016 0.004 0.011
C 5.36225 -1.62232 -4.18799 -0.058 0.041 0.058
C -3.34119 1.08663 1.13829 -0.053 0.042 0.067
C 2.36791 -0.69867 2.41283 0.078 0.025 -0.050
C -5.69913 1.72544 4.05038 0.041 0.001 0.028
C 1.93698 -3.75968 -1.78902 -0.054 0.007 0.043
C -4.77133 3.43602 -4.32270 -0.027 -0.033 0.015
C -5.37352 1.54117 2.71069 0.029 0.008 0.030
C 0.40199 0.40756 2.80387 -0.027 0.093 0.053
C 1.42091 -0.45604 3.39565 -0.080 -0.021 0.069
C 1.45652 -1.06363 4.63996 0.058 -0.018 -0.032
C -3.26889 1.07718 -1.18326 -0.015 -0.185 -0.117
C -0.84956 -3.91695 5.49168 -0.039 0.040 -0.004
C 3.38998 -1.60383 2.64530 -0.010 0.038 -0.008
B 2.41687 -1.22154 -2.14663 0.021 0.142 -0.090
H 0.70303 -0.84631 5.38346 -0.036 0.019 0.020
H -6.01612 1.05454 -2.21667 -0.015 -0.021 0.013
H -5.01366 1.83135 6.07732 -0.013 0.002 0.017
H 2.89201 -4.06848 -2.17209 0.053 -0.035 0.005
H 0.70110 -5.34909 5.83301 0.017 -0.020 0.022
H -1.21349 -3.95058 6.50912 -0.006 0.000 0.021
H 4.93331 -0.60158 -0.98963 0.072 -0.015 -0.053
H 3.34331 1.64845 2.26891 0.030 -0.012 -0.020
H 0.80003 -5.56611 -1.24768 -0.003 -0.056 0.007
H 2.41269 -2.98379 -4.32311 -0.026 -0.029 -0.041
H 5.33831 0.96543 0.90831 0.027 0.011 0.003
H 0.21588 0.83901 -5.74405 -0.014 0.012 -0.053
H -3.17631 -2.86155 0.34568 -0.007 0.031 -0.019
H -3.60948 -3.50962 1.94876 -0.033 -0.028 0.021
H -2.62302 1.39880 5.50005 0.026 -0.007 0.019
H 0.47392 5.34295 -3.71040 -0.030 -0.006 -0.027
H 4.13999 -1.82157 1.89987 0.020 -0.003 -0.025
H 4.22510 4.79885 -0.45319 0.033 -0.008 0.024
H 4.21348 -2.94599 4.08935 0.027 -0.025 0.001
H -6.70300 2.53885 -4.09239 -0.036 0.004 -0.004
H 2.58783 -0.03249 -4.70403 0.024 0.021 -0.037
H 6.37724 -1.34245 -4.41437 0.043 0.010 -0.008
H 2.38941 6.94747 -3.69630 0.004 0.025 -0.016
H -1.50934 0.62103 -3.66217 -0.001 -0.021 -0.016
H 4.71650 -3.05814 -5.77844 0.001 -0.033 -0.042
H -2.74093 4.18983 -4.31788 0.023 0.012 -0.011
H -6.11973 1.58542 1.93049 -0.018 -0.004 -0.027
H -5.10496 4.08463 -5.12082 -0.007 0.008 -0.020
H 2.56187 -2.45465 5.83511 0.005 -0.017 0.027
H 1.56901 -5.24863 3.52461 0.025 -0.021 -0.009
H -6.72659 1.91477 4.32876 -0.023 0.006 0.007
H 4.22332 6.68160 -2.09173 0.008 0.016 -0.002
H 0.49069 -3.75968 1.85784 -0.004 0.009 -0.053
H -2.20155 -4.18075 1.08700 0.006 -0.030 -0.026
H -1.06819 -3.67435 -0.58163 -0.041 -0.005 0.011
H -2.28698 -2.44317 4.85183 -0.046 0.029 0.008

=====

[2]
98
Properties=species:S:1:pos:R:3:forces:R:3 method="wB97M-V/def2-TZVPD" total_energy_ha=-5552.31540 molar_mass_da=1066.57 max_force_ev_per_a=3.045 orbital_gap_ev="6.9 / 7.0" homo_ev="-13.796 / -13.800" multiplicity=1 total_charge=+2
W -0.14145 0.37493 0.35738 -1.254 2.542 -1.113
Br -1.72777 2.90277 0.36626 0.670 -0.818 -0.267
P -0.38265 0.66309 -2.06193 -0.108 -0.090 -1.092
F -3.63619 5.40397 -3.66500 -0.032 0.053 -0.038
F -2.66856 3.65031 -5.50829 -0.012 0.015 -0.033
F -3.16043 4.99268 -1.04576 -0.037 0.048 -0.042
F -1.24768 1.52047 -4.70686 -0.061 0.096 -0.129
O 1.46454 1.04752 0.51391 2.724 0.858 0.456
O -1.67930 -0.44301 0.49146 -2.440 -1.630 0.297
N -0.26714 0.57539 2.63243 0.131 -0.437 0.397
C 4.88553 -1.04189 3.18782 0.018 0.063 0.044
C 3.14434 0.04234 1.93051 -0.253 -0.043 -0.310
C -2.93898 4.35858 -3.28867 0.123 -0.190 0.031
C -1.76284 -2.52980 1.63147 0.099 0.048 -0.246
C -1.20997 -0.14575 3.29497 0.060 0.069 0.152
C 2.53649 -1.19386 1.74655 -0.004 0.275 -0.114
C -5.76926 -2.71387 0.08421 -0.054 -0.016 -0.013
C -0.77084 -2.98140 0.76563 -0.073 0.100 0.041
C -1.43228 -4.49751 2.98340 -0.034 0.003 0.041
C -4.50693 -2.62436 0.65431 0.128 0.053 0.033
C -1.01202 -3.14136 -3.21655 0.052 -0.009 0.026
C -0.10819 -4.17700 1.01177 0.047 -0.012 -0.017
C 1.75056 1.98226 2.63408 0.029 -0.249 -0.423
C -3.87386 -1.39199 0.74673 0.208 0.183 -0.217
C -2.48782 -1.21593 1.35479 -0.777 -0.664 1.054
C -1.95803 3.03232 -1.52936 -0.129 0.109 -0.133
C -2.53754 -0.80855 -3.16542 0.049 0.080 0.013
C -5.76909 -0.34811 -0.31984 0.045 0.065 0.013
C 1.83567 2.16908 -2.59838 -0.120 -0.066 -0.018
C -1.45267 2.11466 -2.44719 0.075 -0.163 0.046
C 3.37745 1.82031 -4.40124 0.014 0.026 0.009
C 4.53148 4.42007 0.43951 -0.027 0.065 0.018
C -2.68897 4.13554 -1.94134 0.066 -0.092 0.186
C 2.67123 0.69502 -4.79730 0.009 -0.027 -0.046
C 4.46183 1.69833 -0.07353 0.000 0.061 0.040
C 4.32774 0.11059 2.65767 -0.069 0.003 0.036
C 0.20017 -0.27749 5.22690 0.045 0.061 -0.058
C 3.53013 2.26107 0.79653 -0.229 -0.086 -0.202
C -0.98044 -0.60245 4.58156 -0.032 0.110 -0.004
C 3.09240 -2.34814 2.27418 -0.073 -0.083 -0.001
C 2.49886 1.34369 1.43606 1.014 0.266 1.042
C -6.40158 -1.58102 -0.40059 -0.032 -0.014 -0.033
C -0.44916 -1.95901 -2.76997 -0.078 0.108 -0.038
C -1.20776 -0.78366 -2.76550 0.186 -0.070 0.168
C 0.83406 0.99333 3.30483 -0.079 0.032 0.091
C -2.55519 -0.35666 2.64458 0.226 -0.155 -0.358
C -3.09807 -2.00218 -3.59637 -0.052 -0.019 0.013
C 5.43669 2.48802 -0.65874 -0.028 -0.092 -0.060
C -2.33823 -3.16147 -3.62799 -0.020 -0.012 0.014
C 5.47927 3.85012 -0.39523 -0.010 0.054 0.006
C 1.09632 0.56735 4.59474 -0.124 0.014 0.026
C -2.09442 -3.30536 2.73904 -0.007 0.079 -0.062
C -4.51086 -0.25634 0.24984 -0.006 -0.008 0.039
C 2.95464 2.56533 -3.30796 0.034 0.009 0.014
C -2.44454 3.46175 -4.22577 -0.002 0.024 0.069
C 1.11576 1.04510 -3.00823 0.013 0.017 0.183
C -0.43590 -4.93632 2.12253 0.032 -0.017 -0.015
C 3.55790 3.62907 1.03485 -0.028 -0.062 0.030
C 1.52884 0.30921 -4.11387 -0.068 0.003 0.051
C -1.71282 2.36653 -3.79473 0.042 -0.078 0.249
C 4.27123 -2.27089 2.99783 -0.020 -0.066 0.026
H 4.81718 1.06538 2.80166 0.038 0.011 -0.002
H 1.50424 2.74263 -1.73855 0.073 0.051 -0.002
H 4.71050 -3.16743 3.41272 0.015 -0.010 -0.005
H 4.25672 2.12522 -4.95212 0.010 0.002 -0.009
H -0.55241 -2.43166 -0.14735 0.017 -0.077 0.024
H 4.43566 0.63380 -0.27099 0.038 -0.008 -0.015
H 1.99007 0.90460 5.09962 0.029 0.019 -0.030
H 3.49845 3.44995 -3.00887 0.024 0.020 0.043
H 0.07019 -5.87319 2.30965 0.010 -0.010 0.014
H 1.15454 2.81925 2.25875 0.063 0.045 0.081
H -3.13866 0.09214 -3.14679 -0.016 -0.011 0.009
H -4.13257 -2.02598 -3.90981 -0.015 0.015 -0.006
H 0.64984 -4.52230 0.32078 0.013 -0.011 -0.012
H 6.25313 4.46565 -0.83351 -0.002 0.003 -0.023
H 0.58461 -1.93302 -2.43830 0.000 -0.078 -0.018
H -2.88874 -2.99384 3.40524 -0.008 -0.007 0.033
H -2.96305 0.61787 2.36487 -0.091 -0.037 0.043
H 2.60365 -3.30147 2.12193 -0.003 -0.001 -0.008
H 4.54909 5.48179 0.64394 0.040 0.015 -0.005
H -7.38597 -1.65464 -0.84189 -0.017 -0.012 0.004
H -0.41912 -4.04551 -3.24137 0.000 -0.016 -0.005
H 6.16632 2.03511 -1.31647 0.023 0.015 -0.004
H 0.95483 -0.53934 -4.45884 0.008 -0.027 -0.003
H 5.80696 -0.97795 3.74995 0.019 -0.005 0.002
H 0.39934 -0.63985 6.22628 -0.006 -0.005 0.009
H 2.99859 0.12120 -5.65337 -0.001 0.011 -0.018
H 2.84010 4.09391 1.69782 0.014 0.026 0.006
H -2.77973 -4.08722 -3.97039 -0.014 -0.004 -0.015
H -1.70207 -5.08792 3.84845 0.000 -0.024 -0.001
H -3.24511 -0.81374 3.34855 0.018 0.011 0.044
H -4.01423 0.70663 0.31140 -0.052 0.026 -0.028
H -4.01931 -3.51695 1.01881 -0.016 -0.042 -0.013
H 1.60965 -1.27383 1.16757 0.098 -0.169 0.056
H -6.25789 -3.67637 0.01976 -0.006 -0.011 0.000
H -6.26091 0.54161 -0.69004 -0.006 -0.001 -0.017
H 2.47864 2.35795 3.34931 -0.031 -0.017 0.035
H -1.73622 -1.18795 5.08489 -0.034 -0.010 -0.034

=====

We obtain relative energy (zero: lowest compared OMol25 entry of this formula, charge and spin) values of 0.000, 1.169 eV for the records listed above, in that order.